{"formula": "C6H11CaN2O6", "method": "wB97M-V/def2-TZVPD", "elements": ["Ca", "O", "C", "O", "C", "O", "O", "C", "C", "C", "O", "H", "H", "H", "H", "H", "H", "H", "N", "C", "N", "O", "H", "H", "H", "H"], "coordinates": [[-0.331, -0.340, 1.007], [3.286, 0.241, 2.009], [2.346, -0.545, 1.890], [1.864, -0.957, 0.754], [1.566, -1.022, 3.146], [2.134, -1.702, 3.986], [0.334, -0.629, 3.154], [-2.261, -2.442, -2.042], [-2.725, -1.266, -1.177], [-2.565, 0.047, -1.951], [-2.051, -1.237, 0.022], [-2.817, -2.503, -2.984], [-2.392, -3.376, -1.494], [-1.197, -2.329, -2.268], [-3.812, -1.405, -1.005], [-1.509, 0.202, -2.199], [-2.894, 0.884, -1.332], [-3.142, 0.053, -2.881], [1.953, 3.353, 0.934], [1.531, 2.217, 0.289], [2.443, 1.567, -0.468], [0.342, 1.860, 0.382], [2.904, 3.331, 1.269], [1.289, 3.669, 1.622], [3.402, 1.777, -0.233], [2.301, 0.552, -0.432]], "gap_ev": 7.989, "charge": -1, "e_tot_ev": -40111.705, "e_lumo_ev": 2.9989, "relative_energy_kj_mol": 0.0}